Arrangement A

Formula: C20H27N3O4
Source: the OMol25 dataset
Level of theory: wB97M-V/def2-TZVPD

Cartesian coordinates (Å):
C -9.32 -1.25 0.76
C -7.88 -0.77 0.97
C -7.31 -0.14 -0.30
C -5.91 0.46 -0.11
C -4.83 -0.61 0.09
C -3.44 -0.02 0.31
C -2.88 0.68 -0.94
C -1.47 1.15 -0.67
O -1.16 2.29 -0.38
N -0.55 0.16 -0.77
N 0.79 0.35 -0.50
C 1.62 -0.69 -0.53
O 1.19 -1.83 -0.81
C 3.04 -0.44 -0.24
C 3.92 -1.51 -0.28
O 3.53 -2.74 -0.57
C 5.31 -1.30 0.00
C 6.22 -2.37 -0.05
C 7.55 -2.17 0.21
C 8.00 -0.88 0.52
C 7.12 0.18 0.57
C 5.76 0.00 0.32
N 4.85 1.04 0.37
C 5.29 2.39 0.70
C 5.87 3.10 -0.52
C 3.51 0.89 0.08
O 2.78 1.88 0.12
H -9.36 -1.99 -0.04
H -9.71 -1.70 1.66
H -9.96 -0.42 0.48
H -7.86 -0.04 1.78
H -7.27 -1.62 1.27
H -7.99 0.66 -0.62
H -7.28 -0.88 -1.10
H -5.67 1.05 -0.99
H -5.92 1.13 0.75
H -4.81 -1.27 -0.78
H -5.09 -1.21 0.96
H -3.48 0.70 1.13
H -2.76 -0.82 0.60
H -3.48 1.55 -1.18
H -2.89 -0.01 -1.78
H -0.77 -0.81 -0.98
H 1.12 1.30 -0.27
H 2.53 -2.70 -0.73
H 5.83 -3.34 -0.29
H 8.24 -2.99 0.17
H 9.04 -0.72 0.72
H 7.52 1.15 0.81
H 6.00 2.34 1.52
H 4.40 2.92 1.04
H 6.72 2.56 -0.93
H 6.20 4.10 -0.23
H 5.11 3.19 -1.29

Summary:
Net charge: 0
Highest occupied orbital energy in eV: -8.6
Kohn-Sham gap in eV: 8.55
LUMO level in eV: -0.08
Spin multiplicity: 1

=====

Arrangement B

Formula: C20H27N3O4
Source: the OMol25 dataset
Level of theory: wB97M-V/def2-TZVPD

Cartesian coordinates (Å):
C -0.33 -6.22 -0.21
O -1.08 -5.09 -0.62
C -0.61 -3.90 -0.17
O 0.34 -3.80 0.56
C -1.45 -2.80 -0.65
N -2.69 -3.01 -1.19
C -3.28 -1.81 -1.44
C -4.54 -1.53 -1.97
C -4.87 -0.20 -2.12
C -3.99 0.83 -1.76
C -2.75 0.56 -1.22
O -1.84 1.50 -0.84
C -2.16 2.85 -1.09
C -2.38 -0.79 -1.06
C -1.21 -1.44 -0.56
N -0.02 -0.87 -0.14
C 1.20 -1.31 -0.56
O 1.36 -2.11 -1.45
C 2.35 -0.73 0.27
C 3.66 -0.80 -0.53
N 1.99 0.56 0.82
C 2.73 0.93 2.02
C 2.05 2.11 2.70
C 1.97 3.31 1.75
C 1.23 4.48 2.39
C 1.27 2.85 0.47
C 2.00 1.65 -0.14
H -0.79 -7.08 -0.69
H -0.35 -6.32 0.87
H 0.71 -6.12 -0.54
H -3.07 -3.92 -1.38
H -5.21 -2.32 -2.26
H -5.83 0.07 -2.53
H -4.32 1.84 -1.91
H -1.29 3.43 -0.78
H -3.03 3.17 -0.50
H -2.35 3.03 -2.15
H -0.03 -0.05 0.46
H 2.43 -1.43 1.12
H 3.60 -0.18 -1.42
H 4.50 -0.47 0.08
H 3.82 -1.82 -0.84
H 2.75 0.07 2.69
H 3.78 1.20 1.78
H 1.04 1.82 2.99
H 2.60 2.38 3.60
H 2.99 3.62 1.50
H 1.20 5.33 1.71
H 1.74 4.80 3.30
H 0.22 4.20 2.65
H 0.25 2.56 0.70
H 1.25 3.67 -0.26
H 1.48 1.32 -1.04
H 3.02 1.95 -0.41

Summary:
Net charge: 0
Highest occupied orbital energy in eV: -7.6
Kohn-Sham gap in eV: 8.31
LUMO level in eV: 0.75
Spin multiplicity: 1

=====

Tell me which of them is the least stable. Sure, it is arrangement B.

=====

Arrangement A

Formula: CH5PS
Source: the OMol25 dataset
Level of theory: wB97M-V/def2-TZVPD

Cartesian coordinates (Å):
C 1.99 -0.36 0.80
P 1.48 0.45 -0.57
H 1.51 -1.32 0.89
H 2.91 -0.31 1.31
H 0.25 -0.31 -0.93
S -3.06 0.71 0.00
H -1.75 0.74 -0.19
H -3.32 0.40 -1.31

Summary:
Net charge: 0
Highest occupied orbital energy in eV: -9.8
Kohn-Sham gap in eV: 9.63
LUMO level in eV: -0.13
Spin multiplicity: 1

=====

Arrangement B

Formula: CH5PS
Source: the OMol25 dataset
Level of theory: wB97M-V/def2-TZVPD

Cartesian coordinates (Å):
C -0.21 0.92 -1.02
P 0.61 -1.31 0.82
S 0.71 0.77 0.51
H -0.69 1.84 -1.13
H -2.25 0.35 -0.87
H -0.16 0.09 -1.64
H 2.03 -1.50 1.31
H -0.04 -1.16 2.02

Summary:
Net charge: 0
Highest occupied orbital energy (spin up / spin down) in eV: -9.1 / -8.1
Kohn-Sham gap (spin up / spin down) in eV: 9.02 / 7.82
LUMO level (spin up / spin down) in eV: -0.12 / -0.29
Spin multiplicity: 1

=====

Tell me which of them is the least stable. Sure, it is arrangement B.

=====

Arrangement A

Formula: C4H8OS2
Source: the OMol25 dataset
Level of theory: wB97M-V/def2-TZVPD

Cartesian coordinates (Å):
C -0.26 -1.42 -1.15
C 0.61 -0.40 -0.39
O 1.09 -0.92 0.91
C 0.65 0.19 1.63
C -0.11 0.88 0.51
S -1.89 0.73 0.68
S 0.44 2.49 0.09
H -1.12 -1.78 -0.52
H 0.39 -2.30 -1.28
H -0.73 -0.95 -2.10
H 1.50 0.09 -0.77
H 1.52 0.80 1.75
H 0.10 -0.09 2.43
H -2.21 0.29 -0.59
H 0.01 2.40 -1.21

Summary:
Net charge: 0
Highest occupied orbital energy in eV: -8.9
Kohn-Sham gap in eV: 9.49
LUMO level in eV: 0.57
Spin multiplicity: 1

=====

Arrangement B

Formula: C4H8OS2
Source: the OMol25 dataset
Level of theory: wB97M-V/def2-TZVPD

Cartesian coordinates (Å):
C -2.05 1.83 -0.09
S -0.89 0.90 -1.06
C -0.54 -0.62 -0.22
S -1.76 -1.26 0.62
C 0.90 -1.15 -0.28
C 1.73 -0.79 0.89
O 1.48 -0.87 -1.56
H -1.73 2.83 -0.30
H -3.08 1.71 -0.46
H -1.99 1.64 0.96
H 0.82 -2.29 -0.31
H 1.23 -1.04 1.87
H 1.90 0.33 0.81
H 2.77 -1.27 0.85
H 1.21 0.04 -1.72

Summary:
Net charge: 0
Highest occupied orbital energy in eV: -8.7
Kohn-Sham gap in eV: 8.28
LUMO level in eV: -0.44
Spin multiplicity: 1

=====

Arrangement C

Formula: C4H8OS2
Source: the OMol25 dataset
Level of theory: wB97M-V/def2-TZVPD

Cartesian coordinates (Å):
C 0.05 -0.76 -0.77
C 0.29 0.04 0.52
C -0.44 1.33 0.22
C -0.82 -0.56 1.32
H 1.33 -0.90 -2.64
H 0.55 -1.78 -0.67
H -1.19 -0.76 -0.68
H 2.34 0.59 -0.60
H -0.06 2.30 0.61
H -0.54 1.58 -0.90
H -1.27 -1.60 1.32
H -0.60 -0.25 2.46
O 0.42 -0.22 -2.10
S 2.04 0.21 0.79
S -2.09 0.78 1.11

Summary:
Net charge: 0
Highest occupied orbital energy in eV: -8.6
Kohn-Sham gap in eV: 8.67
LUMO level in eV: 0.10
Spin multiplicity: 1

=====

Tell me which of them is the least stable. Sure, it is arrangement C.

=====

Arrangement A

Formula: CH6OSi2
Source: the OMol25 dataset
Level of theory: wB97M-V/def2-TZVPD

Cartesian coordinates (Å):
Si -2.48 0.07 0.05
C -0.78 0.52 0.34
O 0.39 -0.10 -0.18
Si 1.89 0.25 -0.03
H -3.36 -0.31 -1.07
H -3.29 0.88 0.86
H -0.62 1.05 1.23
H 2.52 -1.07 0.03
H 2.42 0.64 -1.29
H 2.17 0.86 1.25

Summary:
Net charge: 0
Highest occupied orbital energy in eV: -8.2
Kohn-Sham gap in eV: 8.17
LUMO level in eV: -0.05
Spin multiplicity: 1

=====

Arrangement B

Formula: CH6OSi2
Source: the OMol25 dataset
Level of theory: wB97M-V/def2-TZVPD

Cartesian coordinates (Å):
C 1.73 -0.31 2.67
O 2.60 -0.44 1.95
Si -0.98 1.10 -1.00
Si -0.05 -0.84 -0.03
H 0.17 -0.67 1.39
H -1.92 2.26 -0.81
H 0.25 1.69 -1.64
H -1.87 0.33 -1.87
H -1.03 -1.91 0.24
H 1.10 -1.21 -0.91

Summary:
Net charge: 0
Highest occupied orbital energy in eV: -10.0
Kohn-Sham gap in eV: 10.38
LUMO level in eV: 0.43
Spin multiplicity: 1

=====

Tell me which of them is the least stable. Sure, it is arrangement A.